# 1
124
Properties=species:S:1:pos:R:3:forces:R:3 method="wB97M-V/def2-TZVPD" homo_energy_ev=-5.47 gap_ha=0.265 multiplicity=1 total_charge=-1
O 2.444185 -3.550766 -2.640317 1.636 8.269 -3.400
C 2.652412 -2.331077 -3.197994 -1.210 -4.982 2.944
O 3.070761 -1.140378 -2.440454 -2.053 -3.246 -1.455
C 1.950879 -0.627296 -1.623236 -0.623 1.927 1.053
C 1.176067 0.581530 -2.459668 0.990 -0.366 1.250
Ga -0.708647 0.045462 -3.106814 1.282 1.171 -0.994
I -0.881414 -2.285954 -4.270689 0.250 0.017 -0.152
N -1.898263 0.082634 -1.573936 -5.535 -9.497 0.780
C -2.558898 -1.137675 -1.553882 2.916 5.224 0.535
S -3.345388 -2.678065 -1.434157 2.242 4.947 -0.213
H 2.436005 -2.182377 -4.358293 0.743 -0.113 2.550
H 1.212101 -1.465388 -1.246318 1.691 1.441 -0.958
H 2.451023 -0.116718 -0.672404 -0.859 -1.355 -1.946
H 1.052649 1.467662 -1.678964 0.209 -1.635 -1.712
H 1.865519 0.955226 -3.329273 -1.504 -0.923 1.847
H -1.217931 1.157962 -4.136358 -0.149 -0.225 0.066
C 5.080409 3.659551 -2.636672 0.738 -0.891 0.250
C 3.652323 3.485742 -3.177053 -0.301 -0.398 1.150
C 3.298441 4.358681 -4.377025 -0.898 0.042 -0.890
F 3.442513 5.678796 -4.128692 -0.205 -0.301 -0.388
F 1.996699 4.178139 -4.731443 0.335 -0.217 0.258
F 2.771197 3.656816 -2.155871 0.172 0.164 -0.625
F 3.521949 2.174127 -3.559602 0.607 0.853 -0.399
O 5.248050 4.565692 -1.539384 -0.539 1.873 -0.988
C 5.315667 5.946432 -1.895009 1.236 -1.891 -0.459
C 4.086447 6.747828 -1.441149 -0.940 0.410 0.147
F 2.926574 6.201497 -1.875250 0.523 0.116 0.569
F 4.120032 8.013845 -1.936250 0.474 -0.258 0.014
F 5.554855 6.042707 -3.224865 0.181 0.658 0.757
F 6.430406 6.433514 -1.283612 -0.746 0.111 0.088
H 5.375547 2.686051 -2.225662 -0.340 0.273 -0.026
H 5.807858 3.849088 -3.435109 -0.358 0.162 0.088
H 3.911789 4.102925 -5.245480 0.131 -0.118 0.122
H 4.042252 6.809517 -0.350656 0.224 -0.124 -0.022
C -2.119591 0.571316 2.798622 0.791 -0.800 0.184
C -3.547677 0.397507 2.258242 -0.078 -0.299 0.744
C -3.901559 1.270445 1.058269 -0.425 -0.040 -1.129
F -3.757487 2.590561 1.306602 -0.276 -0.206 -0.273
F -5.203301 1.089903 0.703852 0.016 -0.236 0.305
F -4.428803 0.568581 3.279423 0.002 0.026 -0.218
F -3.678051 -0.914108 1.875692 0.208 0.603 -0.207
O -1.951950 1.477457 3.895910 -0.630 1.791 -0.793
C -1.884333 2.858197 3.540285 1.109 -2.014 -0.690
C -3.113553 3.659592 3.994145 -0.904 -0.010 0.356
F -4.273426 3.113261 3.560044 0.442 0.134 0.500
F -3.079968 4.925610 3.499044 0.505 -0.049 -0.152
F -1.645145 2.954471 2.210429 0.184 0.660 0.848
F -0.769594 3.345279 4.151682 -0.660 0.217 0.170
H -1.824453 -0.402184 3.209632 -0.299 0.226 0.037
H -1.392142 0.760852 2.000185 -0.398 0.120 0.042
H -3.288211 1.014689 0.189814 0.165 -0.151 0.122
H -3.157748 3.721282 5.084638 0.166 -0.239 -0.427
C 7.080529 0.680341 2.578210 1.101 -0.033 -0.041
C 5.990556 0.528249 3.650813 0.376 0.983 0.185
C 4.758578 -0.262156 3.221069 -1.046 -0.539 0.151
F 4.143903 0.266919 2.140613 0.017 -0.442 0.569
F 3.830545 -0.278465 4.216673 0.399 0.108 0.102
F 5.657202 1.760834 4.117792 -0.070 -0.440 -0.082
F 6.559064 -0.126767 4.714499 -0.236 -0.248 -0.443
O 7.055067 1.883282 1.800057 -1.689 -0.334 -0.692
C 6.122911 1.889392 0.719071 1.657 -1.235 0.460
C 4.948140 2.853888 0.940131 -0.918 0.632 0.026
F 4.312756 2.630858 2.114342 0.437 0.342 -0.236
F 4.010093 2.710713 -0.033841 0.621 -0.374 0.232
F 5.730042 0.616133 0.475220 0.059 0.848 -0.549
F 6.829879 2.273913 -0.379127 -0.495 0.236 0.479
H 8.036439 0.730149 3.114392 -0.331 0.185 0.043
H 7.170009 -0.211055 1.945742 -0.337 0.196 0.138
H 5.015016 -1.301245 2.996669 0.205 0.053 -0.001
H 5.289849 3.892219 0.934059 0.239 -0.169 -0.087
C -6.583345 -5.364636 -2.095419 -0.487 0.671 0.791
C -5.104270 -5.723159 -2.308607 -0.191 -0.506 0.813
C -4.597465 -5.576288 -3.739958 0.882 0.388 -0.669
F -5.291552 -6.325936 -4.623928 0.470 0.207 0.020
F -3.301576 -5.982490 -3.831654 -0.290 0.093 0.383
F -4.879804 -6.973247 -1.823474 0.077 0.222 -0.254
F -4.366098 -4.882131 -1.513969 -0.697 -0.989 -0.603
O -7.520194 -6.448326 -2.129602 0.303 -0.659 -1.903
C -7.909476 -6.875520 -3.434764 -0.197 1.997 1.250
C -7.372654 -8.267589 -3.799692 0.432 -0.804 -0.229
F -6.030219 -8.357015 -3.651046 -0.626 -0.166 0.265
F -7.632482 -8.564400 -5.101017 -0.283 0.371 0.206
F -7.562585 -5.918185 -4.328170 -0.700 -0.752 -0.036
F -9.270784 -6.897679 -3.427931 0.580 -0.544 -0.060
H -6.662483 -4.976311 -1.072347 0.166 -0.296 -0.164
H -6.905033 -4.529122 -2.728699 0.251 -0.318 -0.052
H -4.636780 -4.533649 -4.067342 -0.043 0.060 0.215
H -7.832623 -9.038541 -3.175998 -0.125 0.221 0.084
C -1.144987 5.968447 7.714870 0.810 -0.732 0.338
C -2.573073 5.794639 7.174489 -0.133 0.120 1.144
C -2.926955 6.667577 5.974517 -0.671 0.234 -1.011
F -2.782883 7.987693 6.222850 -0.241 -0.402 -0.339
F -4.228697 6.487035 5.620099 0.228 -0.274 0.327
F -3.454199 5.965712 8.195670 0.138 -0.031 -0.446
F -2.703447 4.483024 6.791940 0.259 0.454 0.050
O -0.977345 6.874589 8.812158 -0.666 1.569 -0.947
C -0.909728 8.255328 8.456533 1.346 -1.760 -0.415
C -2.138949 9.056724 8.910392 -0.825 0.506 0.212
F -3.298822 8.510393 8.476292 0.430 0.069 0.532
F -2.105363 10.322742 8.415292 0.456 -0.305 0.015
F -0.670541 8.351603 7.126676 0.159 0.620 0.757
F 0.205011 8.742411 9.067929 -0.835 0.070 0.036
H -0.849849 4.994948 8.125879 -0.294 0.219 0.038
H -0.417537 6.157984 6.916432 -0.382 0.128 0.060
H -2.313607 6.411821 5.106061 0.095 -0.105 0.160
H -2.183144 9.118413 10.000885 0.232 -0.134 -0.039
C -0.763775 -7.757307 -4.363418 -1.101 0.125 0.377
C 0.017896 -6.932843 -5.398262 0.010 0.962 1.062
C 0.880284 -7.743288 -6.360890 0.498 0.084 -0.878
F 1.796209 -8.509856 -5.729555 -0.128 0.178 -0.587
F 1.579545 -6.917327 -7.186458 -0.265 0.099 0.141
F 0.746448 -5.986764 -4.748181 -0.134 -0.505 -0.473
F -0.903914 -6.240151 -6.142654 0.226 -0.639 -0.154
O -0.155934 -7.918031 -3.075810 1.703 -1.091 -0.616
C 0.840214 -8.937237 -2.995858 -2.311 0.323 -0.344
C 2.259277 -8.381109 -2.805626 0.813 0.617 0.009
F 2.586384 -7.470012 -3.751739 -0.221 -0.216 0.693
F 3.186775 -9.371585 -2.893705 -0.399 -0.269 0.071
F 0.723864 -9.746022 -4.076287 0.406 -0.283 0.809
F 0.501954 -9.704167 -1.922967 0.584 0.428 -0.187
H -1.684675 -7.198399 -4.155329 0.544 0.000 -0.039
H -1.112765 -8.713953 -4.770409 0.347 0.170 -0.034
H 0.265240 -8.391135 -6.991635 -0.159 0.032 0.115
H 2.362858 -7.903315 -1.827915 -0.265 -0.075 -0.007


# 2
77
Properties=species:S:1:pos:R:3:forces:R:3 method="wB97M-V/def2-TZVPD" homo_energy_ev="-4.34 / -4.18" gap_ha="0.210 / 0.206" multiplicity=1 total_charge=-1
Pt 0.906629 -0.495024 0.127358 1.413 -0.473 0.763
C 0.934485 0.647084 4.221331 0.042 -0.077 0.020
C 1.269742 -0.049389 2.934679 -0.049 -0.209 0.189
N 0.403524 -0.008438 1.961117 -0.182 0.368 -0.121
N -0.834422 0.536864 2.257716 0.241 0.254 0.008
C -1.475343 1.059271 1.281289 -0.038 0.045 -0.092
S -0.846005 1.156732 -0.359299 -0.674 0.080 -0.607
S -3.078544 1.704362 1.683015 0.048 0.039 0.079
C -3.774133 0.152269 2.349439 -0.064 -0.050 -0.062
C -3.968931 -0.856414 1.252308 -0.033 -0.016 0.043
C -2.941252 -1.729408 0.905206 0.002 0.001 -0.006
C -3.070071 -2.569214 -0.192253 0.025 -0.017 -0.005
C -4.242253 -2.569684 -0.932651 -0.031 0.024 0.005
C -5.286516 -1.726477 -0.572815 0.046 0.028 0.008
C -5.144585 -0.868886 0.507173 0.008 -0.003 -0.015
C 2.475660 -0.852715 2.845137 -0.026 0.168 -0.005
C 3.560581 -0.629233 3.715844 -0.030 0.036 0.002
C 4.636462 -1.477345 3.773787 0.001 -0.061 -0.031
C 4.634790 -2.626925 2.966956 0.032 0.058 0.038
C 3.600422 -2.879111 2.107729 -0.018 -0.064 -0.016
C 2.513334 -1.978873 1.970967 -0.205 -0.077 -0.042
O 1.606420 -2.236837 1.083514 0.083 -0.364 0.016
H 0.235220 1.458519 4.057337 0.005 0.016 0.004
H 1.840638 1.027468 4.684141 -0.025 -0.006 0.010
H 0.481965 -0.065771 4.914840 0.001 0.003 -0.008
H -4.721934 0.450589 2.799559 -0.009 -0.029 -0.011
H -3.106938 -0.203364 3.130566 -0.007 -0.016 0.015
H -2.023287 -1.738252 1.480953 0.011 0.000 -0.008
H -2.242359 -3.204597 -0.479786 -0.003 0.020 0.004
H -4.336125 -3.215958 -1.795944 -0.001 0.004 0.004
H -6.202418 -1.718031 -1.150772 0.000 -0.007 0.006
H -5.944381 -0.181715 0.762880 0.004 -0.008 -0.003
H 3.562162 0.250439 4.345065 0.025 -0.003 -0.018
H 5.469100 -1.264089 4.430095 0.001 0.005 -0.007
H 5.473620 -3.312514 3.008314 -0.006 -0.001 -0.001
H 3.597363 -3.743455 1.455533 0.003 0.004 0.019
Se -2.836725 1.487650 -1.743385 0.324 -0.161 0.401
C -2.962615 3.368674 -1.472529 0.026 0.165 0.028
C -4.098972 3.942132 -0.911552 -0.040 -0.061 -0.036
C -4.149386 5.317874 -0.748801 0.054 0.060 -0.022
N -3.158840 6.145748 -1.081147 -0.016 -0.093 -0.006
C -2.066406 5.584730 -1.602631 -0.047 0.016 0.025
C -1.922356 4.224275 -1.822447 0.052 -0.032 -0.007
H -4.928042 3.319960 -0.600809 0.002 0.012 0.006
H -5.032693 5.780335 -0.319620 0.001 -0.006 0.000
H -1.260489 6.262947 -1.863515 0.000 -0.008 -0.001
H -1.008046 3.830266 -2.248358 0.009 0.012 0.012
C 2.763350 4.079406 -4.676086 -0.014 -0.042 0.009
C 2.284340 2.724066 -4.224410 0.012 0.051 -0.020
C 0.928236 2.442409 -4.121139 -0.019 0.014 0.007
C 0.483314 1.198873 -3.690170 0.017 0.004 -0.022
C 1.409745 0.225324 -3.366031 0.104 -0.024 -0.030
C 2.771564 0.480758 -3.474103 -0.034 -0.005 0.010
C 3.199593 1.724714 -3.899139 0.003 -0.019 -0.017
S 0.867609 -1.335715 -2.722196 -1.325 -0.049 0.252
O -0.474899 -1.157378 -2.191888 -0.210 0.201 -0.444
O 0.931488 -2.328828 -3.759776 0.976 -0.084 0.090
O 1.789178 -1.537957 -1.540023 -0.285 0.414 -0.334
H 1.963142 4.817928 -4.620631 0.007 -0.008 -0.003
H 3.116185 4.045041 -5.709867 0.001 0.004 0.009
H 3.591599 4.426547 -4.056440 -0.007 -0.003 -0.003
H 0.202239 3.211641 -4.363903 0.008 -0.006 -0.004
H -0.573297 0.996932 -3.575747 -0.005 -0.015 0.000
H 3.486776 -0.278635 -3.183849 -0.006 0.016 0.012
H 4.262457 1.934159 -3.952107 -0.008 -0.003 0.007
Se 2.309494 1.646805 0.012043 -0.149 -0.035 -0.155
C 4.105962 0.992483 -0.027118 -0.001 0.039 0.057
C 4.457812 -0.341033 -0.215922 0.045 0.019 -0.017
C 5.796459 -0.713489 -0.244961 -0.027 -0.010 0.003
C 6.801864 0.230556 -0.101194 0.023 -0.006 0.008
C 6.455884 1.563996 0.079671 -0.044 0.020 0.014
C 5.121942 1.940598 0.122843 0.038 -0.027 -0.001
H 3.692962 -1.089158 -0.360769 -0.037 -0.023 0.006
H 6.047739 -1.758763 -0.383927 -0.004 0.009 -0.001
H 7.843161 -0.067314 -0.127440 -0.012 0.004 -0.001
H 7.228270 2.315879 0.196362 -0.011 -0.005 -0.001
H 4.858081 2.980885 0.276983 0.008 -0.008 -0.007


# 3
75
Properties=species:S:1:pos:R:3:forces:R:3 method="wB97M-V/def2-TZVPD" homo_energy_ev="-16.71 / -16.74" gap_ha="0.310 / 0.152" multiplicity=6 s_squared=8.8096 total_charge=+3
Ru 10.860568 11.793050 9.299513 -1.114 -0.083 -0.177
C 13.754474 10.621369 10.639602 -0.262 1.271 -0.046
As 13.218310 11.981783 9.263088 2.779 -0.368 0.378
C 14.320713 11.870882 7.594474 -1.191 0.760 0.182
C 13.813217 13.677476 10.005281 -0.129 -0.356 0.581
C 15.063902 13.922275 10.592554 -0.674 -0.845 -0.693
C 15.261495 15.107064 11.252562 1.410 0.808 0.268
C 14.270573 16.080402 11.315992 -0.495 -0.270 0.294
C 12.996794 15.794326 10.842826 -0.635 0.417 -0.523
C 12.794697 14.595738 10.145382 -0.703 0.038 -0.632
As 11.160822 14.095081 9.107745 -0.082 4.147 1.701
C 9.901598 15.347872 10.114004 0.182 -0.670 -0.814
C 11.287330 14.976585 7.356275 0.532 -0.025 0.028
H 14.819817 10.427268 10.501324 -0.162 -0.140 0.190
H 13.134669 9.730117 10.527483 0.246 0.095 0.050
H 13.557708 11.140641 11.616570 0.263 -0.653 -0.860
H 14.296066 12.901298 7.157457 0.035 -0.875 0.406
H 13.760557 11.201694 6.950783 0.360 -0.183 -0.334
H 15.352176 11.562265 7.754068 -0.168 -0.125 0.211
H 15.835347 13.177718 10.475319 0.295 0.022 0.262
H 16.250208 15.333237 11.701187 -0.746 -0.247 -0.387
H 14.489308 17.037242 11.770457 -0.100 -0.054 0.130
H 12.161966 16.508969 10.981384 0.769 -0.383 -0.213
H 9.959664 16.339840 9.639459 0.146 -0.347 0.293
H 10.180668 15.383489 11.182768 -0.155 -0.046 -0.628
H 8.887379 14.970993 9.955329 0.060 0.164 0.185
H 11.482443 16.077204 7.481430 -0.360 -1.154 -0.033
H 10.339002 14.751612 6.844001 0.377 0.321 0.030
H 12.137284 14.519204 6.804772 -0.609 0.311 0.258
C 6.466025 14.726626 6.291833 0.452 -1.756 0.256
C 6.141269 14.890009 7.643048 -0.469 0.218 -0.103
C 6.457266 13.915266 8.579289 0.187 0.726 0.867
C 7.184500 12.787832 8.193654 0.893 -0.733 1.244
C 7.504707 12.582467 6.854752 0.192 0.402 -1.292
C 7.150078 13.550511 5.895636 -0.004 -0.038 0.604
Ge 8.102511 11.631139 9.550905 -2.623 -0.389 -0.641
C 7.393117 9.740956 9.280018 0.071 0.861 0.367
C 7.763729 8.748737 10.174899 0.309 -0.085 -0.261
C 7.500596 7.425870 9.871335 -0.178 -0.337 -0.587
C 6.775546 7.079708 8.727621 0.188 0.811 -0.368
C 6.208029 8.095966 7.947370 0.381 0.252 0.513
C 6.512073 9.431700 8.238797 0.249 0.292 -0.276
C 7.361440 12.108920 11.383805 1.198 0.016 -0.768
C 8.014413 13.109470 12.125025 0.083 0.676 1.164
C 7.560181 13.484915 13.377708 1.097 0.493 -1.610
C 6.527558 12.734808 13.941776 -0.858 0.237 1.640
C 5.858241 11.735605 13.229463 -0.323 -1.141 -1.212
C 6.274441 11.424381 11.950619 -0.865 -0.027 0.915
H 6.105346 15.407377 5.547029 0.159 0.458 -0.166
H 5.613372 15.798668 7.929866 0.003 -0.307 0.090
H 6.179262 14.044766 9.651357 0.229 0.075 -0.984
H 8.010109 11.662713 6.510773 -0.151 0.586 0.273
H 7.450939 13.380669 4.863932 -0.318 0.119 0.115
H 8.302345 8.997290 11.072342 0.403 -0.065 0.170
H 7.981419 6.655782 10.437947 -0.131 -0.376 0.513
H 6.744880 6.061561 8.368824 -0.321 -0.174 0.310
H 5.593269 7.879534 7.087421 -0.123 -0.130 -0.019
H 6.086938 10.256495 7.668338 0.106 -0.364 -0.201
H 8.874724 13.562938 11.668303 0.143 0.397 0.140
H 7.943801 14.351681 13.906338 0.210 -0.254 -0.005
H 6.252323 12.957255 14.986366 0.004 -0.237 -0.582
H 5.035504 11.176491 13.660734 0.075 0.174 0.146
H 5.789631 10.667405 11.363858 -0.289 -0.299 -0.014
F 8.473222 6.957742 5.560191 2.051 1.023 1.726
C 9.343259 7.548702 6.421052 -1.529 -1.122 -1.311
C 9.794254 6.917911 7.574200 -1.518 -2.977 1.070
F 9.363582 5.630105 7.822511 1.011 2.223 -0.559
C 10.361205 7.630026 8.599478 0.504 -0.443 1.540
F 10.612670 7.072882 9.811244 -0.459 0.897 -2.111
C 10.569332 9.048360 8.452665 0.223 0.996 1.715
O 10.739076 9.798231 9.509350 0.263 -2.339 -1.987
C 10.403269 9.593583 7.140224 -0.502 0.664 -0.333
F 10.686269 10.928608 6.915964 -0.239 -1.488 0.385
C 9.719865 8.879636 6.198891 -0.119 1.630 -2.034
F 9.356228 9.457722 5.028421 0.467 -0.677 1.555